{
  "formula": "C24H26FNO3Pd",
  "method": "ωB97M-V/def2-TZVPD",
  "charge": 2,
  "lumo_ev": -9.114,
  "e_homo_ev": -14.3,
  "de_lowest_kcal_mol": 0.0,
  "total_energy_ev": -39125.3290,
  "largest_force_ev_per_a": 0.4,
  "symbols": ["Pd", "C", "C", "C", "C", "C", "C", "C", "C", "C", "C", "H", "H", "H", "H", "H", "H", "H", "H", "H", "H", "H", "H", "H", "H", "H", "C", "C", "C", "C", "C", "C", "C", "F", "C", "C", "C", "O", "C", "C", "N", "C", "C", "O", "O", "H", "H", "H", "H", "H", "H", "H", "H", "H", "H", "H"],
  "coordinates": [[2.12, 0.68, -0.05], [3.28, 1.14, 1.67], [2.57, 2.38, 1.25], [3.03, 2.70, -0.04], [4.06, 1.73, -0.42], [4.21, 0.77, 0.62], [5.09, -0.42, 0.68], [4.77, 1.75, -1.71], [2.59, 3.87, -0.86], [1.52, 3.10, 2.02], [3.12, 0.40, 2.93], [5.69, -0.39, 1.59], [5.76, -0.47, -0.18], [4.49, -1.33, 0.70], [5.49, 2.58, -1.68], [4.08, 1.97, -2.54], [5.31, 0.84, -1.91], [3.46, 4.34, -1.33], [2.08, 4.61, -0.25], [1.92, 3.56, -1.66], [1.84, 4.13, 2.17], [1.35, 2.65, 3.00], [0.58, 3.11, 1.47], [3.06, -0.67, 2.75], [2.26, 0.73, 3.50], [4.02, 0.57, 3.54], [-3.97, -3.68, 0.82], [-3.55, -3.36, -0.61], [-4.70, -2.99, -1.53], [-5.37, -1.70, -1.06], [-4.36, -0.61, -0.88], [-4.73, 0.71, -0.94], [-3.78, 1.73, -0.79], [-4.19, 2.99, -0.85], [-2.45, 1.46, -0.59], [-2.04, 0.12, -0.53], [-0.65, -0.21, -0.34], [0.17, 0.81, -0.22], [-0.29, -1.54, -0.31], [-1.29, -2.51, -0.42], [-2.56, -2.23, -0.59], [-2.99, -0.91, -0.66], [1.09, -2.10, -0.13], [1.26, -3.28, 0.01], [2.13, -1.27, -0.13], [-4.69, -4.50, 0.81], [-4.42, -2.82, 1.31], [-3.11, -4.00, 1.41], [-3.01, -4.20, -1.04], [-5.41, -3.81, -1.55], [-4.32, -2.86, -2.55], [-5.90, -1.87, -0.12], [-6.12, -1.38, -1.78], [-5.76, 0.99, -1.11], [-1.74, 2.26, -0.50], [-1.01, -3.55, -0.36]],
  "lowdin_charge": [1.286, -0.187, -0.201, -0.222, -0.180, -0.232, 0.024, 0.033, 0.025, 0.024, 0.035, 0.116, 0.098, 0.103, 0.135, 0.116, 0.100, 0.110, 0.100, 0.115, 0.120, 0.094, 0.107, 0.117, 0.098, 0.135, -0.008, -0.279, -0.120, -0.112, -0.108, 0.092, -0.241, 0.112, 0.078, -0.046, -0.237, -0.142, -0.024, 0.069, 0.053, -0.046, -0.529, 0.134, -0.131, 0.103, 0.090, 0.091, 0.154, 0.135, 0.135, 0.131, 0.134, 0.149, 0.129, 0.165]
}

{
  "formula": "C3H6N2S",
  "method": "ωB97M-V/def2-TZVPD",
  "charge": 0,
  "lumo_ev": 0.643,
  "e_homo_ev": -8.7,
  "de_lowest_kcal_mol": 58.9,
  "total_energy_ev": -17021.4884,
  "largest_force_ev_per_a": 3.1,
  "symbols": ["C", "C", "C", "H", "H", "H", "H", "H", "H", "N", "N", "S"],
  "coordinates": [[-1.73, -0.71, 0.08], [-0.43, -1.55, 0.05], [0.40, -0.29, -0.16], [-0.41, 2.00, 0.80], [-1.19, 2.20, -0.83], [-2.54, -0.97, -0.60], [-2.16, -0.48, 1.16], [-0.16, -2.12, 0.89], [-0.46, -2.24, -0.80], [-1.19, 1.72, 0.11], [-0.84, 0.37, -0.24], [1.98, 0.14, 0.03]],
  "nbo_charge": [-0.206, -0.469, 0.103, 0.379, 0.376, 0.202, 0.192, 0.236, 0.224, -0.660, -0.260, -0.116]
}

{
  "formula": "C4H9N4O",
  "method": "ωB97M-V/def2-TZVPD",
  "charge": 1,
  "lumo_ev": -4.089,
  "e_homo_ev": -13.6,
  "de_lowest_kcal_mol": 151.7,
  "total_energy_ev": -12289.0441,
  "largest_force_ev_per_a": 5.4,
  "symbols": ["C", "C", "C", "C", "N", "N", "N", "N", "O", "H", "H", "H", "H", "H", "H", "H", "H", "H"],
  "coordinates": [[0.23, 0.19, 2.12], [1.37, -0.34, 1.41], [-0.96, -1.19, -0.78], [0.29, -0.39, -0.77], [-0.60, 0.99, 1.28], [-0.51, -0.07, -1.73], [-0.86, 0.65, -2.78], [1.36, 0.09, -0.03], [-0.15, -0.13, 3.19], [2.32, 0.06, 1.76], [1.36, -1.45, 1.43], [-0.95, -2.12, -1.26], [-1.48, -0.99, 0.14], [-1.64, 1.22, 1.59], [-1.77, 1.07, -2.83], [-0.67, 0.16, -3.68], [0.33, 2.09, 1.26], [2.33, 0.16, -0.32]],
  "nbo_charge": [0.619, -0.335, -0.251, 0.603, -0.909, -0.104, -0.615, -0.590, -0.492, 0.260, 0.254, 0.226, 0.236, 0.437, 0.410, 0.395, 0.405, 0.450]
}

{
  "formula": "B5CuF16H4",
  "method": "ωB97M-V/def2-TZVPD",
  "charge": -2,
  "lumo_ev": [5.108, -0.410],
  "e_homo_ev": [-6.1, -6.1],
  "total_energy_ev": -91586.7320,
  "spin_multiplicity": 3,
  "largest_force_ev_per_a": 6.4,
  "symbols": ["Cu", "B", "H", "H", "H", "H", "B", "F", "F", "F", "F", "B", "F", "F", "F", "F", "B", "F", "F", "F", "F", "B", "F", "F", "F", "F"],
  "coordinates": [[-0.08, -0.35, -0.01], [-1.21, 0.76, 1.74], [-2.17, 1.02, 2.16], [-0.40, 1.12, 2.36], [-1.23, -0.31, 1.60], [-1.16, 1.28, 0.79], [1.47, 2.71, 0.07], [1.21, 1.53, -0.63], [2.42, 2.47, 1.00], [1.82, 3.73, -0.76], [0.34, 3.08, 0.65], [1.09, -1.93, 1.85], [1.54, -0.70, 1.48], [0.21, -2.29, 0.84], [2.17, -2.85, 1.75], [0.46, -1.93, 3.04], [1.28, -0.83, -2.36], [1.68, 0.34, -2.94], [-0.01, -0.96, -2.14], [1.60, -1.88, -3.12], [1.94, -0.97, -1.08], [-2.66, -0.60, -1.31], [-1.85, 0.51, -1.14], [-3.86, -0.36, -0.71], [-2.63, -1.03, -2.59], [-1.98, -1.55, -0.56]],
  "mulliken_spin": [0.920, 0.466, 0.002, 0.160, 0.052, 0.289, 0.000, 0.004, 0.001, 0.001, 0.019, -0.022, 0.014, 0.015, 0.001, 0.004, 0.000, 0.000, 0.014, 0.000, 0.011, 0.012, 0.034, 0.001, 0.003, 0.000]
}